No. 1
{
  "formula": "C15H41ClN15O5",
  "method": "the ωB97M-V functional and the def2-TZVPD basis",
  "species": ["C", "C", "C", "C", "C", "C", "N", "C", "Cl", "C", "N", "C", "C", "N", "N", "N", "H", "H", "H", "H", "H", "H", "H", "H", "H", "H", "H", "H", "H", "H", "H", "H", "H", "H", "H", "H", "H", "C", "O", "N", "N", "H", "H", "H", "H", "C", "O", "N", "N", "H", "H", "H", "H", "C", "O", "N", "N", "H", "H", "H", "H", "C", "O", "N", "N", "H", "H", "H", "H", "C", "O", "N", "N", "H", "H", "H", "H"],
  "xyz": [[1.43003, -0.08273, 3.37953], [0.46725, -1.29708, 2.93942], [1.13885, -1.93527, 1.58731], [-1.02438, -0.86975, 2.52678], [-1.70498, 0.24354, 3.47312], [-2.81789, 0.99208, 2.55294], [-3.82299, 0.22038, 1.85189], [-4.58078, 1.24914, 1.11534], [-5.96797, 0.92335, -0.01417], [-4.03849, 2.67395, 1.37657], [-2.92667, 2.40369, 2.29175], [-2.08522, 3.54711, 2.76668], [-0.54143, 3.47762, 2.30336], [-0.24032, 2.38594, 1.32930], [0.35586, 3.44568, 3.50621], [-0.22289, 4.78718, 1.60052], [1.53048, -0.08696, 4.53570], [1.01063, 0.90841, 2.99373], [2.48958, -0.28811, 2.98239], [0.51252, -2.15887, 3.71433], [0.65847, -2.94122, 1.28969], [2.28152, -1.94881, 1.62457], [0.85078, -1.18855, 0.74232], [-1.14580, -0.54100, 1.43396], [-1.67663, -1.82725, 2.63452], [-1.00400, 1.07136, 3.83229], [-2.19231, -0.22363, 4.41337], [-3.94706, -0.80098, 1.86408], [-4.34795, 3.68916, 0.96748], [-2.52504, 4.49314, 2.25987], [-2.21411, 3.73650, 3.90409], [-0.78625, 2.48247, 0.45978], [0.76621, 2.37836, 1.10719], [1.24506, 2.97946, 3.27554], [-0.11689, 3.01397, 4.31107], [-0.27343, 4.59895, 0.57346], [0.78364, 4.93200, 1.78591], [-2.11492, 6.43667, -1.61861], [-1.39148, 5.46342, -1.78491], [-2.57964, 7.18630, -2.64520], [-2.51281, 6.84643, -0.38999], [-3.17351, 7.98751, -2.52903], [-2.30477, 6.91222, -3.57512], [-2.18505, 6.31068, 0.39907], [-3.10578, 7.64051, -0.22807], [-0.92655, -3.01333, -1.20040], [-0.88563, -3.49283, -0.07508], [-1.85020, -2.08959, -1.56944], [-0.05584, -3.36138, -2.17360], [-1.90066, -1.68448, -2.48685], [-2.51755, -1.80413, -0.87209], [0.64665, -4.04582, -1.93953], [-0.07254, -2.98013, -3.10237], [1.13489, -5.49429, -5.14460], [1.77652, -4.87783, -4.30225], [0.96283, -5.04089, -6.40656], [0.54173, -6.68512, -4.88307], [0.44064, -5.53079, -7.11013], [1.39092, -4.15558, -6.64127], [0.64750, -7.05638, -3.95260], [0.01218, -7.20611, -5.55818], [4.06802, -2.41703, 4.95670], [3.90096, -1.57699, 4.08398], [5.29211, -2.88823, 5.29224], [3.04226, -2.94974, 5.66460], [5.45039, -3.57724, 6.00519], [6.08119, -2.51632, 4.78805], [2.11490, -2.62452, 5.44421], [3.15831, -3.63988, 6.38456], [2.35788, -1.44496, -7.35131], [1.55153, -2.34290, -7.55471], [2.55811, -0.90697, -6.12505], [3.11981, -0.91217, -8.33501], [3.21436, -0.17073, -5.93758], [2.00956, -1.27797, -5.36579], [2.99966, -1.28670, -9.26262], [3.78663, -0.17597, -8.18940]],
  "forces_ev_per_a": [[-0.149, -0.572, 0.527], [1.436, -0.411, -1.507], [-0.928, 0.750, -0.435], [-0.695, -0.915, 0.864], [-0.893, 0.911, -0.699], [-0.296, 0.093, 0.117], [0.923, 6.599, -0.110], [0.792, 3.056, 0.142], [2.177, 0.147, 1.849], [-0.123, -6.403, 0.501], [-2.003, -3.010, -1.055], [0.215, 1.038, 0.065], [1.181, 1.011, -0.555], [-0.800, -0.335, 0.851], [-1.244, -0.478, -1.031], [0.160, -0.870, -0.116], [-0.208, 0.396, -1.884], [0.667, -1.453, 0.591], [-1.831, 0.518, 0.663], [-0.504, 1.648, -1.041], [1.016, 1.660, 0.607], [-1.691, -0.258, 0.254], [0.598, -1.246, 1.185], [0.735, -0.389, 1.616], [0.995, 1.527, -0.310], [-0.801, -1.322, -0.695], [0.565, 0.817, -1.658], [0.133, 0.833, 0.004], [0.558, -1.781, 0.722], [0.714, -1.782, 0.834], [0.387, -0.647, -1.898], [0.528, 0.102, 0.566], [-0.802, 0.126, 0.091], [-0.715, 0.201, 0.445], [0.708, 0.087, -0.600], [-0.090, 0.414, 0.977], [-0.771, 0.248, -0.033], [0.180, -0.152, -0.196], [-0.022, -0.125, 0.168], [-0.058, 0.097, -0.689], [-0.230, -0.160, 0.891], [0.077, -0.066, 0.008], [-0.055, 0.090, 0.180], [0.134, 0.253, -0.094], [0.096, -0.031, -0.051], [0.461, -0.475, -0.011], [-0.406, 0.071, -0.026], [-0.744, 0.729, 0.165], [0.349, -0.196, 0.062], [0.014, -0.084, 0.065], [0.122, -0.109, -0.227], [-0.050, 0.092, -0.283], [0.072, -0.170, 0.026], [0.030, 0.122, -0.348], [-0.077, 0.141, 0.272], [0.185, 0.384, -0.199], [-0.211, -0.647, 0.625], [0.056, 0.017, 0.097], [-0.176, 0.049, -0.194], [-0.030, 0.035, -0.219], [0.080, 0.077, 0.038], [0.134, 0.195, -0.269], [0.099, -0.175, 0.115], [0.726, -0.030, -0.045], [-0.799, -0.086, 0.235], [-0.031, 0.065, -0.070], [-0.154, -0.096, 0.114], [0.200, -0.103, 0.061], [0.008, 0.061, -0.079], [0.007, -0.070, -0.041], [-0.010, -0.078, 0.027], [-0.222, 0.094, 0.744], [0.162, 0.027, -0.711], [-0.039, -0.096, -0.046], [0.195, 0.031, -0.131], [0.050, 0.086, 0.183], [-0.071, -0.079, 0.011]],
  "mulliken_charge": [-0.9235, 0.5633, -1.2217, -0.7948, 0.0891, 0.0344, -0.0080, -0.0784, -0.1297, -0.2189, 0.4376, -1.2601, 0.8021, -0.4975, -0.5814, -0.5818, 0.2375, -0.1442, 0.3898, 0.2054, 0.3054, 0.3728, 0.1768, 0.2443, 0.3203, -0.1178, 0.4843, 0.3013, 0.3799, 0.1625, 0.1902, 0.2554, 0.3045, 0.3796, 0.2588, 0.2768, 0.3104, 0.6727, -0.6445, -0.4131, -0.3586, 0.1619, 0.2315, 0.1938, 0.1769, 0.7703, -0.6769, -0.3564, -0.2622, 0.1522, 0.1597, 0.1526, 0.0748, 0.6844, -0.6792, -0.2943, -0.3892, 0.1449, 0.2055, 0.2243, 0.1625, 0.6340, -0.5766, -0.4493, -0.3268, 0.1505, 0.2240, 0.1973, 0.1789, 0.6849, -0.7256, -0.3638, -0.4008, 0.1649, 0.2019, 0.2254, 0.1629],
  "energy_ev": -61327.619,
  "orbital_gap_ev": 8.24,
  "largest_force_ev_per_a": 6.66,
  "charge": 1,
  "homo_ev": -11.054,
  "e_lumo_ev": -2.809
}

No. 2
{
  "formula": "C5H5FN2",
  "method": "the ωB97M-V functional and the def2-TZVPD basis",
  "species": ["C", "C", "C", "C", "C", "N", "N", "F", "H", "H", "H", "H", "H"],
  "xyz": [[1.54562, 0.86039, -0.46433], [0.19580, 0.28904, -0.36036], [-0.03748, -1.25036, -0.30011], [2.57131, 0.37263, 0.21926], [-0.30646, -0.35462, 0.88487], [1.00602, -2.12653, -0.24704], [2.11704, -2.14405, 0.08343], [3.82488, 0.81811, 0.11251], [1.61762, 1.77491, -1.05998], [-0.54576, 0.79336, -0.96869], [-0.88488, -1.64285, -0.84770], [0.38986, -0.42564, 1.70960], [-1.33756, -0.22891, 1.17431]],
  "forces_ev_per_a": [[-0.091, -0.181, 0.537], [-0.481, -0.392, -0.058], [-1.418, 2.047, 0.382], [0.915, 1.591, -0.956], [-0.166, -0.044, 0.057], [0.513, -2.313, -1.109], [0.938, 0.009, 0.688], [-0.726, -0.410, 0.360], [0.457, -0.369, 0.040], [0.028, -0.045, 0.048], [0.051, 0.097, 0.075], [0.082, -0.069, -0.039], [-0.101, 0.081, -0.023]],
  "nbo_charge": [-0.4531, -0.2248, -0.1224, 0.5336, -0.3915, -0.1284, -0.0505, -0.3206, 0.2440, 0.2324, 0.2227, 0.2323, 0.2264],
  "energy_ev": -10957.427,
  "orbital_gap_ev": [7.84, 8.33],
  "largest_force_ev_per_a": 2.62,
  "s2": 2.015,
  "homo_ev": [-6.896, -9.389],
  "multiplicity": 3,
  "e_lumo_ev": [0.948, -1.059],
  "e_above_lowest_kj_mol": 151.2
}